C5H8N2 | ωB97M-V/def2-TZVPD

Each atom is followed by the atoms it is bonded to, with distances in Å.
Geometry (Å):
1 C -0.99 0.23 -1.36  N2 1.272, H8 1.088, H9 1.085
2 N -0.45 -0.06 -0.25  C1 1.272, C3 1.509, C6 1.447
3 C -1.21 -0.05 1.05  N2 1.509, C4 1.363
4 C -0.25 -0.55 1.87  C3 1.363, C5 1.470, H12 1.085
5 C 1.04 -0.81 1.20  C4 1.470, C6 1.343, H13 1.086
6 C 0.93 -0.49 -0.10  N2 1.447, C5 1.343, N7 1.407
7 N 1.74 -0.56 -1.24  C6 1.407, H14 1.015, H15 1.013
8 H -0.40 0.17 -2.27  C1 1.088
9 H -2.04 0.51 -1.35  C1 1.085
10 H -2.34 2.64 0.00  H11 0.752
11 H -2.23 2.03 0.44  H10 0.752
12 H -0.39 -0.71 2.94  C4 1.085
13 H 1.94 -1.19 1.67  C5 1.086
14 H 2.36 0.24 -1.34  N7 1.015
15 H 2.29 -1.40 -1.27  N7 1.013

Its HOMO energy is -7.89 eV. The value obtained for the energy above the lowest of the compared OMol25 structures with the same formula, charge and spin is 4.928 eV. The spin multiplicity is 1. Its charge is 0. For the LUMO energy, the calculation gives -0.551 eV.